This record from the OMol25 dataset describes C16H13CaN2O6 as an isolated structure at a distorted geometry. The level of theory is ωB97M-V/def2-TZVPD.

The geometry in ORCA input format:
```
! wB97M-V def2-TZVPD RIJCOSX def2/J DEFGRID3
* xyz 1 1
O -1.57 7.65 -4.09
C -1.64 6.59 -3.65
Ca -0.91 2.86 -1.95
C -1.79 0.52 -1.29
O -2.20 -0.43 -0.79
C 1.54 2.37 -1.60
O 2.58 2.07 -1.21
C -0.81 4.03 0.27
O -0.64 4.29 1.38
C -0.14 1.93 -4.16
O 0.22 1.62 -5.20
H 0.39 4.37 -2.41
C -0.11 -2.69 2.51
N 0.09 -1.30 2.21
N 0.36 -0.80 0.98
C 0.26 0.58 1.07
O 0.11 1.32 0.07
C 0.19 0.89 2.46
C -0.01 -0.30 3.10
C -0.32 -0.53 4.53
C 0.47 -1.59 -0.21
C -0.48 -2.57 -0.50
C -0.38 -3.28 -1.71
C 0.62 -2.96 -2.63
C 1.53 -1.92 -2.36
C 1.45 -1.23 -1.14
H 0.57 -3.01 3.31
H 0.06 -3.33 1.66
H -1.13 -2.87 2.87
H 0.23 1.87 2.90
H -1.32 -0.97 4.70
H 0.40 -1.18 5.07
H -0.32 0.44 5.06
H -1.31 -2.80 0.19
H -1.11 -4.07 -1.94
H 0.71 -3.51 -3.58
H 2.31 -1.64 -3.07
H 2.13 -0.41 -0.89
*
```

## Properties
HOMO level   -10.64 eV
HOMO-LUMO gap   7.003 eV
E_LUMO   -3.633 eV

=====

This record from the OMol25 dataset describes C16H13Cl2LuO3PSc as an isolated structure at a distorted geometry. The level of theory is ωB97M-V/def2-TZVPD.

The geometry in ORCA input format:
```
! wB97M-V def2-TZVPD RIJCOSX def2/J DEFGRID3
* xyz 4 1
Sc 0.10 1.09 -7.45
Lu 0.09 0.30 -0.03
Cl -0.66 3.15 -6.76
Cl 2.00 -1.06 -0.47
C -0.85 -1.41 1.10
C -0.41 1.41 -9.47
C 0.54 -0.95 -8.42
O -1.17 -2.21 1.88
O -0.69 1.60 -10.58
O 0.80 -1.96 -8.94
C -1.59 2.10 1.60
P 0.25 2.16 1.87
C 0.45 3.43 3.11
C 1.43 4.43 2.95
C 1.58 5.39 3.95
C 0.76 5.38 5.09
C -0.23 4.40 5.22
C -0.39 3.43 4.23
C 0.59 0.63 2.93
C -0.33 0.14 3.85
C -0.01 -1.01 4.60
C 1.25 -1.62 4.44
C 2.17 -1.11 3.52
C 1.87 0.04 2.79
H -1.83 3.10 1.20
H -2.10 2.00 2.57
H -2.04 1.36 0.89
H 2.04 4.43 2.04
H 2.34 6.15 3.84
H 0.89 6.14 5.86
H -0.88 4.39 6.08
H -1.17 2.67 4.33
H -1.32 0.61 3.95
H -0.73 -1.39 5.32
H 1.48 -2.50 5.03
H 3.13 -1.61 3.37
H 2.60 0.47 2.08
*
```

## Properties
HOMO level   -17.92 eV
HOMO-LUMO gap   2.009 eV
E_LUMO   -15.911 eV

=====

This record from the OMol25 dataset describes C16H13Cl2LuO3PSc as an isolated structure at a distorted geometry. The level of theory is ωB97M-V/def2-TZVPD.

The geometry in ORCA input format:
```
! wB97M-V def2-TZVPD RIJCOSX def2/J DEFGRID3
* xyz 4 1
Sc 2.89 1.51 -6.60
Lu 0.33 -0.28 0.01
Cl 4.74 0.65 -5.58
Cl -1.52 -0.55 -1.50
C -0.88 1.25 1.29
C 4.05 2.32 -8.18
C 1.55 2.86 -7.80
O -1.59 1.88 1.96
O 4.55 2.84 -9.10
O 0.91 3.51 -8.53
C 1.98 -0.67 2.15
P 0.95 -2.15 1.66
C 1.49 -3.50 2.71
C 1.74 -4.78 2.17
C 2.09 -5.82 3.03
C 2.21 -5.61 4.41
C 1.97 -4.34 4.94
C 1.61 -3.29 4.10
C -0.70 -1.73 2.39
C -0.86 -1.05 3.60
C -2.14 -0.81 4.11
C -3.26 -1.24 3.40
C -3.12 -1.95 2.20
C -1.84 -2.25 1.72
H 3.02 -0.90 1.89
H 1.91 -0.44 3.22
H 1.74 0.30 1.65
H 1.66 -4.95 1.10
H 2.31 -6.82 2.63
H 2.51 -6.42 5.08
H 2.09 -4.16 6.02
H 1.44 -2.31 4.56
H -0.02 -0.70 4.18
H -2.27 -0.26 5.05
H -4.26 -1.05 3.79
H -4.01 -2.25 1.63
H -1.72 -2.90 0.84
*
```

## Properties
HOMO level   -18.03 eV
HOMO-LUMO gap   2.136 eV
E_LUMO   -15.894 eV

=====

This record from the OMol25 dataset describes a 2-piece molecular cluster, C16H13Cl4NO2 overall at a distorted geometry. The level of theory is ωB97M-V/def2-TZVPD.

The geometry in ORCA input format:
```
! wB97M-V def2-TZVPD RIJCOSX def2/J DEFGRID3
* xyz 0 1
O -1.69 -0.23 2.16
C -1.01 0.79 1.96
C 0.50 0.81 2.00
O 1.14 -0.25 2.09
C 1.16 2.10 2.03
Cl 2.85 2.09 1.99
C 0.48 3.30 2.03
Cl 1.31 4.78 1.97
C -0.95 3.29 2.01
Cl -1.79 4.77 2.04
C -1.65 2.09 1.92
Cl -3.36 2.08 2.01
C 2.98 0.93 -1.37
C 1.81 1.70 -1.43
C 0.57 1.09 -1.30
C 0.50 -0.27 -1.04
C -0.85 -0.95 -0.87
C -1.21 -1.93 -2.02
C -1.82 -3.16 -1.34
C -1.44 -3.04 0.15
N -0.93 -1.71 0.32
C 1.65 -1.05 -0.99
C 2.90 -0.45 -1.15
H 3.95 1.41 -1.47
H 1.87 2.78 -1.58
H -0.36 1.66 -1.38
H -1.63 -0.18 -0.83
H -1.92 -1.44 -2.69
H -0.32 -2.23 -2.60
H -2.91 -3.12 -1.42
H -1.46 -4.09 -1.77
H -2.31 -3.19 0.82
H -0.68 -3.81 0.40
H -0.72 -1.36 1.25
H 1.55 -2.13 -0.81
H 3.80 -1.06 -1.08
*
```

## Properties
HOMO level   -7.60 eV
HOMO-LUMO gap   4.911 eV
SMILES string   O=C1C(=O)C(Cl)=C(Cl)C(Cl)=C1Cl.c1ccc([C@H]2CCCN2)cc1
E_LUMO   -2.693 eV

=====

This record from the OMol25 dataset describes one molecule with the formula C16H13F4NO2S at a distorted geometry. The level of theory is ωB97M-V/def2-TZVPD.

The geometry in ORCA input format:
```
! wB97M-V def2-TZVPD RIJCOSX def2/J DEFGRID3
* xyz 0 1
C -1.14 4.58 1.16
O -1.93 3.42 0.88
C -1.36 2.45 0.07
C 0.02 2.22 -0.10
C 0.53 1.31 -1.05
C 1.96 1.04 -1.20
S 2.64 1.20 -2.68
N 2.73 0.45 -0.22
C 2.16 -0.08 1.02
C 1.52 -1.42 0.75
C 2.38 -2.49 0.45
C 1.87 -3.73 0.06
C 0.47 -3.97 0.04
F 0.05 -5.20 -0.36
C -0.40 -2.93 0.44
C -1.89 -3.15 0.42
F -2.10 -4.22 1.21
F -2.60 -2.13 0.95
F -2.31 -3.36 -0.84
C 0.11 -1.64 0.73
C -0.35 0.58 -1.85
C -1.74 0.75 -1.68
C -2.21 1.67 -0.74
O -3.56 1.89 -0.62
H -0.50 4.37 2.02
H -1.84 5.40 1.41
H -0.53 4.84 0.28
H 0.72 2.79 0.50
H 3.58 0.06 -0.56
H 2.92 -0.24 1.80
H 1.45 0.65 1.41
H 3.49 -2.36 0.39
H 2.56 -4.53 -0.21
H -0.55 -0.79 0.87
H 0.05 -0.14 -2.56
H -2.44 0.22 -2.30
H -3.75 2.50 0.13
*
```

## Properties
HOMO level   -8.12 eV
HOMO-LUMO gap   8.399 eV
SMILES string   COc1cc(C(=S)NCc2ccc(F)c(C(F)(F)F)c2)ccc1O
E_LUMO   0.275 eV

=====

This record from the OMol25 dataset describes C16H13LaN3O3 as an isolated structure at a distorted geometry. The level of theory is ωB97M-V/def2-TZVPD.

The geometry in ORCA input format:
```
! wB97M-V def2-TZVPD RIJCOSX def2/J DEFGRID3
* xyz 1 1
La -0.95 0.41 1.47
O 2.79 -0.26 -2.72
C 3.11 0.95 -2.43
C 4.00 1.58 -3.32
C 4.55 2.74 -2.90
C 4.08 3.36 -1.70
C 2.94 2.88 -0.97
C 2.64 1.54 -1.17
C 1.73 0.89 -0.29
O 1.35 1.46 0.76
N 1.28 -0.25 -0.78
N 0.17 -0.89 -0.23
C -0.46 -1.87 -0.88
C -1.55 -2.64 -0.36
C -1.68 -3.84 -1.08
C -2.62 -4.74 -0.70
C -3.51 -4.49 0.38
C -3.50 -3.31 1.08
C -2.47 -2.35 0.73
O -2.41 -1.18 1.29
H 1.77 -0.60 -1.73
H 4.41 0.95 -4.12
H 5.41 3.15 -3.36
H 4.63 4.22 -1.31
H 2.66 3.43 -0.06
H -0.05 -2.37 -1.78
H -0.97 -4.02 -1.89
H -2.81 -5.67 -1.22
H -4.29 -5.26 0.47
H -4.25 -3.03 1.84
C -2.84 3.46 4.87
C -2.33 2.62 3.82
N -1.90 2.08 2.90
H -2.39 4.46 4.62
H -2.57 3.01 5.78
H -3.95 3.54 4.97
*
```

## Properties
HOMO level (spin up / spin down)   -8.90 / -8.90 eV
HOMO-LUMO gap (spin up / spin down)   4.264 / 4.264 eV
E_LUMO (spin up / spin down)   -4.633 / -4.633 eV

=====

Taking the records one at a time from the top gives energy values of -1855.77714; -4099.65016; -4099.65297; -2663.42855; -1620.38445; -1038.84383 hartree.